No. 1
C53H135CuN7O19 as an isolated structure. Source: the Open Molecules 2025 dataset; level of theory: ωB97M-V with the def2-TZVPD basis set.

Geometry as XYZ:
```
215
Properties=species:S:1:pos:R:3:mulliken_charge:R:1
Cu -3.0715 1.8391 2.8127 1.348
C -0.4715 0.4456 -0.7344 1.375
C -1.6014 -0.0308 0.1316 0.254
O -1.7636 0.7836 1.2564 -0.252
H -0.5831 1.4930 -1.0148 -0.359
H -0.2983 -0.1753 -1.6133 -0.417
H 0.4574 0.4793 -0.1652 -0.552
H -1.5550 -1.0965 0.3557 -1.095
H -2.5016 -0.0660 -0.4821 0.243
C -5.4894 4.7758 5.1629 -1.073
C -5.3398 3.2196 5.3044 0.032
C -6.7348 2.6050 4.9813 -1.335
O -4.4431 2.7058 4.3338 -0.650
H -5.6243 4.9898 4.1026 0.078
H -4.5906 5.2853 5.5104 0.193
H -6.2700 5.0418 5.8757 0.495
H -5.0106 2.7954 6.2530 0.329
H -6.6994 1.5382 4.7605 0.250
H -7.1667 2.9784 4.0528 0.229
H -7.4388 2.8125 5.7872 0.435
C -0.2186 5.4865 4.9443 -0.421
O -0.6446 6.0107 3.6508 -0.497
C -0.2415 5.3442 2.5082 -0.726
C -0.9823 4.0837 2.2328 0.474
N -2.3978 4.0428 2.6371 0.397
C -3.3278 4.4928 1.5689 -0.850
C -3.8477 3.4476 0.4848 -0.333
O -4.5621 2.3490 1.1984 0.660
C -5.9008 2.5772 1.2994 -1.254
H -0.8309 4.6037 5.1280 0.028
H -0.4956 6.2819 5.6363 0.313
H 0.8296 5.1905 4.9858 0.256
H 0.8274 5.1357 2.5522 0.555
H -0.4991 6.0709 1.7376 0.069
H -0.5126 3.2908 2.8149 -0.668
H -0.7302 3.6506 1.2648 -0.128
H -2.5330 4.7538 3.3416 0.260
H -2.9002 5.3633 1.0714 0.484
H -4.1150 4.9453 2.1719 0.315
H -3.0563 2.9820 -0.1026 -0.385
H -4.6110 3.8796 -0.1623 0.800
H -6.4835 2.0788 2.0741 0.059
H -6.3803 2.2121 0.3912 0.414
H -6.1293 3.6166 1.5348 0.414
C -1.4943 1.6520 -7.4600 -0.520
O -2.2195 0.4076 -7.4859 -0.386
C -1.4033 -0.7218 -7.0289 -1.120
C -1.0947 -0.9801 -5.5996 0.430
N -2.1583 -1.7496 -4.9721 -0.390
C -1.9454 -2.0703 -3.5237 0.414
C -0.8824 -3.0087 -3.2365 0.761
O -0.9486 -4.1668 -4.0359 -0.564
C -0.0038 -5.1816 -3.6707 -0.253
H -2.1224 2.4118 -7.9251 0.074
H -0.5982 1.4318 -8.0403 0.422
H -1.1089 1.9079 -6.4730 0.221
H -0.5778 -0.8649 -7.7262 0.475
H -2.0357 -1.5319 -7.3920 0.310
H -0.9714 -0.0630 -5.0235 0.128
H -0.1559 -1.5339 -5.6050 -0.034
H -2.0631 -2.6181 -5.4788 0.463
H -2.8545 -2.4251 -3.0382 0.278
H -1.6450 -1.1315 -3.0583 -0.712
H -1.0265 -3.2212 -2.1772 -0.044
H 0.1109 -2.5671 -3.3179 -0.246
H 0.5865 -5.6410 -4.4635 0.396
H -0.4178 -5.9543 -3.0228 0.284
H 0.8381 -4.7082 -3.1656 -0.233
C 0.4103 -7.3738 5.3508 -0.636
O 1.1655 -6.2566 5.5521 -0.444
C 0.9423 -5.1845 4.5506 0.019
C 1.4232 -3.8686 5.1808 -1.163
N 1.1225 -2.6361 4.4430 0.254
C 1.9369 -2.4658 3.2941 -0.726
C 1.5449 -1.1146 2.6438 1.376
O 1.8845 -0.1508 3.6432 -0.624
C 1.9735 1.1425 3.0249 -0.365
H -0.6140 -7.0537 5.1596 0.298
H 0.4194 -8.0737 6.1863 0.260
H 0.8316 -7.9110 4.5010 0.240
H -0.1098 -5.0415 4.3043 0.310
H 1.5063 -5.5536 3.6940 0.072
H 2.3804 -3.9138 5.7003 0.467
H 0.9044 -3.8400 6.1391 0.458
H 1.4461 -1.9325 5.0913 0.052
H 1.6877 -3.1543 2.4866 -0.068
H 3.0106 -2.4132 3.4743 0.554
H 0.4948 -1.0601 2.3568 -0.291
H 1.9519 -0.9694 1.6432 -0.677
H 2.2776 1.9160 3.7301 0.438
H 0.9593 1.2981 2.6570 -0.039
H 2.5815 1.3232 2.1385 0.196
C 0.9375 0.9762 8.3280 -0.839
O 0.3292 1.6160 7.2398 -0.394
C -0.2297 0.7955 6.2258 -0.095
C -1.2084 1.5743 5.4752 -0.355
N -1.7830 0.8462 4.3066 1.871
C -2.5134 -0.2978 4.8650 -0.736
C -3.3881 -1.0520 3.8333 -1.041
O -4.1547 -0.1548 2.9894 0.151
C -4.9983 -0.8215 2.0817 -0.853
H 1.2318 1.5874 9.1812 0.289
H 1.8566 0.4949 7.9937 0.314
H 0.3894 0.2012 8.8637 0.326
H -0.8305 0.1645 6.8808 0.605
H 0.4777 0.2408 5.6093 0.003
H -0.7105 2.2833 4.8137 -0.529
H -1.9719 2.2042 5.9316 0.594
H -0.9420 0.4198 3.9447 -1.366
H -3.1992 0.0875 5.6195 0.611
H -1.7996 -1.0697 5.1525 0.284
H -4.0398 -1.7762 4.3221 0.546
H -2.7101 -1.6709 3.2456 0.189
H -5.4273 -0.1933 1.3010 0.140
H -5.7857 -1.3785 2.5895 0.280
H -4.3870 -1.5461 1.5440 0.238
C -3.7660 4.9005 -6.9635 -0.790
O -2.9785 5.1439 -5.7431 -0.190
C -2.5900 6.5344 -5.4273 -0.936
C -1.6493 6.3408 -4.1808 -0.409
N -2.1725 5.7176 -2.9242 -0.279
C -1.1791 5.7007 -1.7363 0.193
C 0.2489 5.1969 -2.0981 -0.505
O 1.0552 5.1245 -0.9551 -0.409
C 1.9215 4.0246 -0.9249 -0.413
H -4.5734 5.6326 -6.9779 0.317
H -4.0784 3.8636 -6.8398 0.184
H -3.0274 5.1028 -7.7392 0.295
H -3.4735 7.1528 -5.2683 0.408
H -2.1733 7.0665 -6.2824 0.414
H -1.2614 7.3374 -3.9699 0.379
H -0.8890 5.6542 -4.5532 0.298
H -2.6577 4.8323 -2.9565 0.489
H -1.5689 4.9388 -1.0614 -0.791
H -1.0368 6.5840 -1.1136 0.371
H 0.7609 5.7374 -2.8942 0.522
H 0.2077 4.1828 -2.4956 0.376
H 2.7189 4.0334 -1.6679 0.415
H 1.3383 3.1121 -1.0496 0.017
H 2.4016 3.9952 0.0533 0.267
C 6.4759 -4.7870 -3.7561 -0.958
O 5.3148 -4.2343 -3.1180 -0.185
C 4.6144 -3.2253 -3.8613 -1.061
C 3.4066 -2.6647 -3.0266 -0.121
N 3.8479 -1.5585 -2.1088 0.767
C 2.7823 -0.7991 -1.4960 -0.663
C 3.6540 0.3911 -0.8727 0.158
O 4.4122 1.2720 -1.7793 -0.160
C 5.2223 2.1672 -1.0068 -0.621
H 7.0426 -5.5063 -3.1649 0.268
H 7.0973 -3.9319 -4.0222 0.333
H 6.1798 -5.2422 -4.7012 0.342
H 4.1844 -3.6733 -4.7572 0.461
H 5.2589 -2.3794 -4.1005 0.426
H 2.9886 -3.4508 -2.3979 -0.100
H 2.6565 -2.2965 -3.7265 -0.005
H 4.6471 -1.0807 -2.5003 0.335
H 2.2538 -1.3153 -0.6945 -0.097
H 2.0005 -0.4202 -2.1543 0.204
H 4.4136 -0.0814 -0.2500 0.011
H 2.9627 0.9098 -0.2086 -0.030
H 5.7317 2.9409 -1.5813 0.298
H 6.0005 1.6322 -0.4625 0.071
H 4.6212 2.5811 -0.1972 0.241
C 1.8298 -8.3791 -1.7971 -0.829
O 2.1028 -7.3549 -0.7445 -0.230
C 3.3554 -6.6850 -0.7981 -0.680
C 3.3058 -5.4605 0.0983 0.054
N 4.5599 -4.6274 0.0020 -0.417
C 4.4836 -3.6120 1.0472 0.533
C 5.6318 -2.6503 0.7966 -0.823
O 5.6305 -1.5619 1.7048 -0.137
C 6.8341 -0.7599 1.7168 -0.868
H 2.3109 -9.3474 -1.6589 0.301
H 2.1371 -8.0923 -2.8028 0.303
H 0.7592 -8.5837 -1.8023 0.286
H 3.7601 -6.5066 -1.7943 0.291
H 4.0984 -7.4623 -0.6195 0.382
H 3.1375 -5.8025 1.1195 0.411
H 2.3900 -4.9026 -0.0972 -0.220
H 4.7286 -4.2163 -0.9050 0.159
H 4.3969 -4.1013 2.0174 0.602
H 3.6146 -2.9945 0.8205 -0.502
H 5.5911 -2.3504 -0.2505 0.165
H 6.5687 -3.1896 0.9368 0.440
H 6.8039 -0.1258 0.8307 0.255
H 7.7192 -1.3817 1.8512 0.346
H 6.8068 -0.1000 2.5839 0.218
C 4.0677 2.4909 -5.2805 -0.911
C 4.2792 0.9052 -5.4739 -0.249
O 3.1493 0.1197 -5.2014 -0.433
H 3.4156 2.9709 -6.0102 0.341
H 5.0469 2.9680 -5.3198 0.357
H 3.6187 2.8083 -4.3393 0.053
H 5.1231 0.6640 -4.8275 0.178
H 4.7077 0.7570 -6.4651 0.486
H 2.9421 0.2971 -4.2809 0.161
C -0.8417 -3.8172 0.9242 0.580
C -1.4501 -5.2198 0.6858 -0.663
O -0.8279 -6.1431 1.5196 -0.506
H -0.7459 -3.5429 1.9748 0.066
H -1.4876 -3.1893 0.3106 -0.093
H 0.1930 -3.7156 0.5969 -0.227
H -1.4065 -5.3873 -0.3904 0.076
H -2.5204 -5.2782 0.8832 0.363
H 0.0014 -6.4492 1.1452 0.311
C -4.4033 1.1804 -2.5041 -0.785
C -3.4920 1.5999 -3.6841 0.054
O -3.2082 3.0373 -3.5422 -0.390
H -5.3757 1.6639 -2.4111 0.402
H -3.7621 1.3158 -1.6330 -0.264
H -4.6027 0.1105 -2.5644 0.470
H -3.9439 1.2950 -4.6280 0.390
H -2.6124 0.9562 -3.6768 -0.132
H -2.9106 3.4669 -4.3474 0.083
```

multiplicity: 2
Kohn-Sham gap (alpha / beta): 7.48 / 6.18 eV
E_LUMO (alpha / beta): 0.5 / -0.7 eV
⟨S²⟩: 0.753
highest occupied orbital energy (alpha / beta): -7.023 / -6.906 eV

***

No. 2
One molecule with the formula N2O3. Source: the Open Molecules 2025 dataset; level of theory: ωB97M-V with the def2-TZVPD basis set.

Geometry as XYZ:
```
5
Properties=species:S:1:pos:R:3:mulliken_charge:R:1
O 1.7259 0.2617 -0.3104 -0.204
N 0.8877 0.0616 0.4872 0.180
N -0.5509 -0.0029 0.0069 0.963
O -0.7504 -1.2211 -0.0143 -0.462
O -1.3122 0.9006 -0.1694 -0.477
```

multiplicity: 1
Kohn-Sham gap: 9.40 eV
E_LUMO: -1.5 eV
highest occupied orbital energy: -10.894 eV

***

No. 3
An isolated ion of composition C4H9N2 and charge +1. Source: the Open Molecules 2025 dataset; level of theory: ωB97M-V with the def2-TZVPD basis set.

Geometry as XYZ:
```
15
Properties=species:S:1:pos:R:3:mulliken_charge:R:1
C 0.8518 1.6015 -1.5725 -0.160
N 0.1740 1.1903 -0.6332 -0.334
C -0.7321 0.0630 -0.4560 0.474
N -1.9541 0.2830 -0.8443 -0.284
C -0.0916 -1.0172 0.3260 -0.531
C 0.6878 -0.2878 1.5298 -0.923
H 1.4734 2.4298 -1.4625 0.301
H 0.9034 1.4073 -2.7103 0.232
H -2.7089 -0.3693 -0.8431 0.261
H -2.3523 1.1767 -1.1362 0.268
H 0.4477 -1.5544 -0.3713 0.345
H -0.8214 -1.8267 0.7668 0.366
H 0.0563 0.3948 2.1422 0.320
H 1.4632 0.2231 1.0430 0.332
H 0.9273 -1.1780 2.1724 0.331
```

multiplicity: 1
Kohn-Sham gap: 10.39 eV
net charge: +1
E_LUMO: -4.4 eV
highest occupied orbital energy: -14.758 eV

***

No. 4
A 2-piece molecular cluster, C2H7N2O2 overall. Source: the Open Molecules 2025 dataset; level of theory: ωB97M-V with the def2-TZVPD basis set.

Geometry as XYZ:
```
13
Properties=species:S:1:pos:R:3:mulliken_charge:R:1
N 0.6520 0.2657 -0.7407 -0.450
C 1.4265 -0.8046 -1.2081 -0.304
N 2.1124 -1.6028 -0.1282 -0.635
H -0.0724 0.1804 -0.0400 0.235
H 1.1712 1.1191 -0.5905 0.205
H 2.2084 -0.3753 -1.8508 0.259
H 0.9135 -1.5409 -1.8281 0.256
H 3.0225 -1.9392 -0.4226 0.197
H 2.3236 -0.9041 0.5964 0.239
O -3.0776 1.4801 0.3372 -0.630
C -3.4276 1.4148 1.5182 -0.055
O -2.7734 1.0430 2.5193 -0.660
H -4.4790 1.6637 1.8379 0.343
```

multiplicity: 1
Kohn-Sham gap: 7.26 eV
net charge: -1
E_LUMO: 3.5 eV
highest occupied orbital energy: -3.728 eV

***

No. 5
One molecule with the formula C4H4BClO2S. Source: the Open Molecules 2025 dataset; level of theory: ωB97M-V with the def2-TZVPD basis set.

Geometry as XYZ:
```
13
Properties=species:S:1:pos:R:3:mulliken_charge:R:1
O 0.3154 0.1379 -2.2048 -0.473
B 0.2170 0.5324 -0.9158 0.509
O 0.7721 1.6859 -0.5606 -0.480
C -0.4835 -0.2467 0.1280 -0.115
C -0.6753 -1.5071 0.3259 0.192
C -0.5706 -2.8566 0.3723 -0.447
C 0.6947 -3.5986 0.5255 0.228
S 1.8406 -3.3574 1.5645 -0.210
Cl 0.9083 -5.2537 -0.3848 -0.208
H 0.5378 1.0054 -2.6944 0.265
H 1.1959 2.0624 -1.2953 0.235
H -0.7246 0.3494 1.0635 0.188
H -1.4531 -3.4730 0.1689 0.316
```

multiplicity: 1
Kohn-Sham gap: 8.24 eV
E_LUMO: -0.7 eV
highest occupied orbital energy: -8.938 eV

***

No. 6
One molecule with the formula C3H6Cl2N2O. Source: the Open Molecules 2025 dataset; level of theory: ωB97M-V with the def2-TZVPD basis set.

Geometry as XYZ:
```
14
Properties=species:S:1:pos:R:3:mulliken_charge:R:1
H 1.7100 -2.2857 -1.0207 0.200
N 1.2247 -1.7465 -0.4335 -0.527
C 1.5272 -0.5520 -0.1890 0.489
Cl 2.9134 0.3300 -0.9413 -0.196
C 0.5219 0.2529 0.5935 -0.070
O -0.1766 -0.5115 1.5889 -0.621
C -0.7678 0.7762 -0.4538 -0.151
N -1.8814 0.9665 0.2988 -0.325
Cl -0.8564 -0.4877 -1.8908 -0.291
H 0.9704 1.2268 0.8809 0.323
H -0.0618 -1.4993 1.2869 0.362
H -0.5047 1.6521 -0.9695 0.407
H -2.6165 1.6290 0.2091 0.169
H -2.0024 0.2493 1.0405 0.231
```

multiplicity: 1
Kohn-Sham gap: 10.17 eV
E_LUMO: 0.7 eV
highest occupied orbital energy: -9.500 eV

***

Sequential electronic energy output: -151104.357 -9116.531 -7265.588 -9263.546 -32341.666 -33279.625 eV